Arrangement P

This record from the Open Molecules 2025 dataset describes one molecule with the formula C17H22ClN3O2. The level of theory is wB97M-V/def2-TZVPD.

XYZ file:
```
45
Properties=species:S:1:pos:R:3:nbo_charge:R:1
C 1.998 2.854 3.631 -0.61
C 1.467 1.482 4.030 -0.42
C 1.798 0.360 3.030 -0.20
N 1.062 0.330 1.781 -0.45
C -0.369 0.189 1.936 -0.28
C -0.951 -0.654 0.857 0.54
N -1.976 -0.376 0.113 -0.50
C -2.090 -1.480 -0.690 0.30
C -3.115 -1.621 -1.703 -0.12
C -4.038 -0.595 -1.897 -0.17
C -5.024 -0.720 -2.856 -0.22
C -5.084 -1.875 -3.622 -0.03
Cl -6.316 -2.037 -4.820 0.01
C -4.170 -2.904 -3.440 -0.25
C -3.186 -2.775 -2.481 -0.11
N -1.173 -2.378 -0.432 -0.15
O -0.431 -1.853 0.579 -0.27
C 1.448 1.290 0.771 -0.24
C 1.405 0.702 -0.656 0.08
C 2.229 -0.596 -0.770 -0.44
C 3.273 -0.279 -1.845 -0.43
C 3.298 1.249 -1.828 -0.07
O 1.966 1.636 -1.567 -0.53
H 1.827 3.567 4.435 0.21
H 3.068 2.809 3.440 0.20
H 1.503 3.228 2.740 0.20
H 0.386 1.537 4.172 0.19
H 1.909 1.202 4.989 0.21
H 2.861 0.404 2.783 0.20
H 1.617 -0.602 3.521 0.20
H -0.572 -0.313 2.887 0.23
H -0.909 1.149 1.921 0.21
H -3.969 0.292 -1.288 0.24
H -5.743 0.069 -3.012 0.23
H -4.234 -3.794 -4.047 0.23
H -2.464 -3.560 -2.319 0.23
H 2.477 1.600 0.960 0.20
H 0.813 2.190 0.779 0.18
H 0.364 0.565 -0.967 0.18
H 1.610 -1.446 -1.045 0.23
H 2.695 -0.814 0.190 0.21
H 4.247 -0.712 -1.630 0.21
H 2.936 -0.631 -2.820 0.21
H 3.589 1.698 -2.778 0.19
H 3.970 1.617 -1.038 0.15
```

The value obtained for the HOMO energy is -8.7 eV. Its SMILES is CCCN(Cc1nc(-c2ccc(Cl)cc2)no1)C[C@@H]1CCCO1. The multiplicity is 1. The value obtained for the LUMO energy is 0.426 eV.

---

Arrangement Q

This record from the Open Molecules 2025 dataset describes C17H22ClN3O2 as an isolated structure. The level of theory is wB97M-V/def2-TZVPD.

XYZ file:
```
45
Properties=species:S:1:pos:R:3:nbo_charge:R:1
C -6.571 -2.491 -0.363 -0.63
H -6.995 -2.896 -1.316 0.20
C -5.156 -1.742 -0.899 -0.47
C -4.508 -1.299 0.315 -0.17
N -3.258 -0.820 -0.093 -0.48
C -2.324 -1.652 -0.362 -0.30
C -1.025 -1.347 0.316 0.60
N 0.168 -1.105 -0.612 -0.52
C 1.030 -0.769 0.398 0.24
N 0.554 -0.746 1.660 -0.19
O -0.855 -0.782 1.476 -0.28
C 2.387 -0.476 0.140 -0.02
C 3.010 -0.867 -1.168 -0.13
C 4.351 -0.388 -1.269 -0.29
C 5.166 -0.170 -0.382 -0.02
C 4.624 -0.069 1.168 -0.19
C 3.388 -0.409 1.341 -0.22
H 2.916 -0.217 2.368 0.24
H 5.473 0.322 1.782 0.24
Cl 6.825 0.154 -0.445 0.04
H 4.676 -0.566 -2.397 0.22
H 2.191 -0.841 -1.699 0.23
H -2.522 -2.459 -0.014 0.20
H -2.233 -1.531 -1.335 0.21
C -3.380 0.736 -0.978 -0.11
H -4.199 1.121 -0.449 0.21
C -2.176 1.330 -0.516 0.05
H -1.236 1.217 -0.943 0.23
O -2.507 2.673 -1.139 -0.56
C -2.459 3.777 -0.297 -0.08
H -1.516 4.453 -0.421 0.17
C -2.820 3.220 0.890 -0.44
H -3.828 3.115 1.156 0.21
H -2.465 3.770 1.793 0.21
C -2.071 1.851 0.962 -0.36
H -0.945 2.269 1.245 0.21
H -2.427 1.163 1.443 0.19
H -3.266 4.516 -0.471 0.19
H -3.461 0.401 -1.799 0.17
H -5.304 -0.389 0.929 0.18
H -4.304 -2.146 1.224 0.20
H -5.665 -0.953 -1.337 0.23
H -4.785 -2.609 -1.351 0.22
H -6.481 -3.451 0.270 0.21
H -7.374 -1.709 -0.024 0.21
```

The value obtained for the HOMO energy is -8.2 eV. The multiplicity is 1. The value obtained for the LUMO energy is -0.346 eV.

---

Quick one: most stable of them? arrangement P

---

Arrangement P

This record from the Open Molecules 2025 dataset describes a 5-piece molecular cluster, H10O4S overall. The level of theory is wB97M-V/def2-TZVPD.

XYZ file:
```
15
Properties=species:S:1:pos:R:3:nbo_charge:R:1
O 1.367 -2.101 1.377 -0.93
H 1.505 -1.672 2.228 0.47
H 1.612 -2.996 1.564 0.46
O -0.576 2.544 -0.048 -0.96
H 0.153 3.134 0.116 0.48
H -0.345 1.995 -0.806 0.49
O -0.484 -1.382 -0.715 -0.98
H -0.305 -2.303 -0.585 0.47
H -0.749 -1.009 0.143 0.50
O -1.418 0.238 1.407 -0.97
H -2.332 0.392 1.584 0.47
H -1.115 1.060 0.977 0.50
S 0.913 0.258 -2.749 -0.27
H 0.846 0.288 -1.433 0.15
H 0.928 1.553 -3.059 0.12
```

The value obtained for the HOMO energy is -9.3 eV. Its SMILES is O.O.O.O.S. The multiplicity is 1. The value obtained for the LUMO energy is 0.577 eV.

---

Arrangement Q

This record from the Open Molecules 2025 dataset describes a 5-piece molecular cluster, H10O4S overall. The level of theory is wB97M-V/def2-TZVPD.

XYZ file:
```
15
Properties=species:S:1:pos:R:3:nbo_charge:R:1
O 0.198 -0.808 3.789 -0.94
H 0.133 -1.718 3.483 0.48
H -0.175 -0.261 3.097 0.46
O 0.137 -0.964 -1.185 -0.96
H 0.388 -0.572 -2.032 0.48
H 0.476 -0.316 -0.555 0.48
O -1.158 -2.668 1.355 -0.95
H -0.367 -3.203 1.193 0.47
H -1.059 -1.972 0.693 0.48
O -0.567 1.968 -0.158 -0.95
H -1.168 1.609 0.498 0.48
H -1.077 2.345 -0.880 0.48
S 1.041 1.729 -3.031 -0.30
H 1.127 2.892 -2.419 0.15
H 2.071 1.938 -3.850 0.15
```

The value obtained for the HOMO energy is -10.3 eV. Its SMILES is O.O.O.O.S. The multiplicity is 1. The value obtained for the LUMO energy is 0.234 eV.

---

Quick one: most stable of them? arrangement P

---

Arrangement P

This record from the Open Molecules 2025 dataset describes C5H9IN as an isolated structure. The level of theory is wB97M-V/def2-TZVPD.

XYZ file:
```
16
Properties=species:S:1:pos:R:3:nbo_charge:R:1
C -1.188 3.185 0.338 0.34
C 0.689 0.022 1.257 -0.24
C 0.572 0.173 -1.201 -0.58
C -1.506 0.588 0.139 -0.26
C -0.206 -0.172 0.056 -0.30
N -1.267 2.033 0.345 -0.58
I 2.087 2.756 1.555 0.52
H 1.655 -0.221 1.215 0.21
H 0.801 1.320 1.411 0.09
H 0.296 -0.125 2.343 0.28
H 0.307 1.082 -1.485 0.22
H 0.291 -0.519 -1.932 0.25
H 1.658 0.106 -0.886 0.21
H -2.186 0.494 -0.784 0.27
H -2.332 0.206 0.842 0.26
H -0.577 -1.183 0.222 0.30
```

Its total charge is +1. The value obtained for the HOMO energy (spin up / spin down) is -14.8 / -14.8 eV. The multiplicity is 1. The value obtained for the LUMO energy (spin up / spin down) is -8.691 / -8.650 eV.

---

Arrangement Q

This record from the Open Molecules 2025 dataset describes an isolated ion of composition C5H9IN and charge +1. The level of theory is wB97M-V/def2-TZVPD.

XYZ file:
```
16
Properties=species:S:1:pos:R:3:nbo_charge:R:1
C 0.674 -1.799 -0.207 -0.30
C 1.658 -1.041 0.123 -0.25
C -0.791 -1.483 0.114 -0.40
C -1.147 -0.047 -0.238 -0.47
C -0.404 0.960 0.568 -0.01
N 0.355 1.937 -0.170 -0.74
I 3.282 0.062 0.084 0.41
H 0.909 -2.834 -0.320 0.25
H -1.577 -2.044 -0.404 0.24
H -0.926 -1.419 1.132 0.22
H -0.710 0.120 -1.275 0.20
H -2.216 0.132 0.018 0.27
H -0.463 0.947 1.697 0.24
H 1.317 1.639 -0.244 0.44
H 0.149 2.990 0.210 0.47
H -0.110 1.882 -1.089 0.45
```

Its total charge is +1. The value obtained for the HOMO energy (spin up / spin down) is -12.9 / -11.5 eV. The multiplicity is 1. The value obtained for the LUMO energy (spin up / spin down) is -3.803 / -4.342 eV.

---

Quick one: most stable of them? arrangement Q